Entry 1:
C5H13OP | ωB97M-V with the def2-TZVPD basis set

Results
- DFT total energy (Ha) = -614.70995
- orbital gap (alpha / beta) (eV) = 8.2176 / 7.5643
- energy relative to the best compared isomer or geometry (same formula, charge and spin) (kJ/mol) = 497.7

```
! wB97M-V def2-TZVPD RIJCOSX def2/J DEFGRID3
* xyz 0 1
C -0.788 1.943 0.325
C -2.513 0.053 0.123
C 0.052 -2.115 -0.563
C 2.958 0.247 0.641
C -1.058 0.456 0.000
O 3.077 0.363 -0.726
P -0.183 -0.949 0.931
H 0.195 2.126 0.211
H -1.360 2.516 -0.258
H -0.967 2.116 1.314
H -3.277 0.970 0.065
H -2.837 -0.359 1.047
H -2.880 -0.746 -0.616
H 0.279 -3.229 -0.159
H 0.861 -1.805 -1.062
H -0.889 -2.173 -1.204
H 3.565 -0.553 1.014
H 2.661 1.103 1.061
H -0.604 0.230 -1.064
H 3.709 -0.194 -1.081
*
```

---

Entry 2:
C5H13OPS | ωB97M-V with the def2-TZVPD basis set

Results
- DFT total energy (Ha) = -1012.95838
- orbital gap (eV) = 7.4105
- SMILES string = CCC(C)(C)O[PH2]=S
- energy relative to the best compared isomer or geometry (same formula, charge and spin) (kJ/mol) = 324.1

```
! wB97M-V def2-TZVPD RIJCOSX def2/J DEFGRID3
* xyz 0 1
C 0.509 -1.692 -0.076
C 0.327 -0.362 -0.855
C -0.110 0.856 0.044
C -1.247 0.373 1.002
C -0.463 2.039 -0.809
O 1.071 1.153 0.727
P 2.764 -0.058 0.623
S 3.954 -1.640 -0.180
H -0.458 -2.219 0.181
H 0.910 -1.457 0.839
H 1.058 -2.400 -0.692
H -0.514 -0.457 -1.542
H 1.349 -0.151 -1.128
H -1.928 -0.258 0.398
H -0.831 -0.386 1.814
H -1.852 1.110 1.610
H -1.410 1.974 -1.516
H -0.704 2.832 -0.044
H 0.256 2.502 -1.434
H 3.554 1.080 0.454
H 2.639 -0.284 2.051
*
```

---

Entry 3:
C5H13S2 | ωB97M-V with the def2-TZVPD basis set

Results
- DFT total energy (Ha) = -994.69507
- orbital gap (eV) = 5.5889
- energy relative to the best compared isomer or geometry (same formula, charge and spin) (kJ/mol) = 46.6

```
! wB97M-V def2-TZVPD RIJCOSX def2/J DEFGRID3
* xyz -1 1
C 1.165 4.159 -0.963
C 0.805 3.338 0.279
S 1.029 1.568 0.121
H 0.550 3.854 -1.808
H 2.197 3.910 -1.228
H 1.009 5.218 -0.757
H -0.245 3.546 0.522
H 1.404 3.733 1.112
C 0.950 -1.592 -1.443
C 0.091 -1.569 -0.188
C -0.720 -2.839 0.083
S -2.228 -2.477 1.074
H 1.278 -0.576 -1.653
H 0.361 -1.990 -2.276
H 1.850 -2.215 -1.339
H 0.676 -1.224 0.662
H -0.664 -0.798 -0.372
H -0.093 -3.566 0.600
H -1.067 -3.261 -0.862
H -1.555 -1.678 1.940
*
```

---

Entry 4:
C5H13S2 | ωB97M-V with the def2-TZVPD basis set

Results
- DFT total energy (Ha) = -994.69302
- orbital gap (eV) = 6.0062
- energy relative to the best compared isomer or geometry (same formula, charge and spin) (kJ/mol) = 52.0

```
! wB97M-V def2-TZVPD RIJCOSX def2/J DEFGRID3
* xyz -1 1
C -2.648 1.914 -0.208
S -3.186 1.087 -1.734
C -1.634 0.687 -2.587
H -1.874 2.641 -0.477
H -2.204 1.164 0.480
H -3.479 2.462 0.254
H -1.889 -0.097 -3.252
H -1.169 1.558 -3.147
H -0.909 0.326 -1.832
C 1.789 -2.258 0.606
C 2.324 -1.023 1.396
C 1.255 0.037 1.638
S 0.462 0.610 0.134
H 0.993 -2.837 1.080
H 2.649 -2.936 0.410
H 1.414 -1.904 -0.365
H 2.797 -1.398 2.337
H 3.107 -0.535 0.790
H 1.734 0.863 2.181
H 0.467 -0.360 2.298
*
```

---

Entry 5:
C5H14 | ωB97M-V with the def2-TZVPD basis set

Results
- DFT total energy (Ha) = -198.74671
- orbital gap (alpha / beta) (eV) = 2.7275 / 10.8852
- energy relative to the best compared isomer or geometry (same formula, charge and spin) (kJ/mol) = 225.3

```
! wB97M-V def2-TZVPD RIJCOSX def2/J DEFGRID3
* xyz -1 2
C -1.404 0.913 0.623
C -2.870 0.736 1.246
C -1.234 -0.236 -0.569
H -0.510 0.474 1.278
H -1.358 1.870 -0.008
H -3.597 -0.079 0.949
H -2.621 0.593 2.172
H -0.525 0.185 -1.312
H -3.290 1.794 1.152
H -2.102 -0.499 -1.280
H -0.872 -1.085 -0.029
C 3.291 -0.187 -0.692
C 2.024 -1.098 -0.538
H 4.165 -0.686 -0.232
H 3.579 0.112 -1.634
H 3.187 0.712 -0.064
H 1.123 -0.724 -1.077
H 2.088 -2.133 -0.906
H 1.885 -1.308 0.568
*
```

---

Entry 6:
C5H14 | ωB97M-V with the def2-TZVPD basis set

Results
- DFT total energy (Ha) = -198.72802
- orbital gap (alpha / beta) (eV) = 2.6754 / 11.7403
- energy relative to the best compared isomer or geometry (same formula, charge and spin) (kJ/mol) = 274.4

```
! wB97M-V def2-TZVPD RIJCOSX def2/J DEFGRID3
* xyz -1 2
C 0.879 1.867 0.980
C 1.179 1.946 -0.619
H 1.751 2.504 1.167
H -0.084 2.470 0.995
H 0.905 0.943 1.338
H 1.264 0.902 -1.095
H 2.073 2.516 -0.625
H 0.353 2.525 -1.258
C -0.631 -1.885 -0.369
C 0.390 -1.362 0.732
C -1.929 -1.102 -0.783
H -0.090 -2.100 -1.253
H -0.911 -2.852 0.096
H 1.028 -0.650 0.428
H 0.721 -2.378 1.310
H -2.507 -1.466 -1.450
H -2.451 -0.837 0.224
H -0.239 -0.889 1.525
H -1.701 -0.151 -1.342
*
```